Model P:
15
Properties=species:S:1:pos:R:3 method="wB97M-V/def2-TZVPD" homo_ev=-8.786 smiles=CNC[C@H]1CS1 lumo_ev=1.01
H 0.15267 -1.43495 0.73443
C -2.02290 0.98683 -0.32661
H -2.45277 1.90400 0.15850
H 3.09114 0.39509 -0.16526
H 1.02650 0.80202 0.88800
H 2.28788 -0.67516 -1.26611
N 0.95051 0.34755 -0.02619
H -1.40578 0.15569 1.68180
C -1.38648 0.02799 0.56649
H -1.43004 1.18760 -1.18331
C -0.15821 -0.69091 0.04720
C 2.26450 -0.27074 -0.28003
H -0.31845 -1.06493 -0.97627
H 2.45952 -1.12909 0.34396
S -3.05808 -0.54098 -0.19662

Model Q:
15
Properties=species:S:1:pos:R:3 method="wB97M-V/def2-TZVPD" homo_ev="-7.517 / -8.602" lumo_ev="0.33 / -0.43"
H 0.42435 0.93030 1.99430
H 0.60889 0.87056 -1.65538
N -0.22355 -1.27285 0.82702
H -1.17801 1.58635 1.91585
H -1.47165 1.38053 -1.01077
H 0.12679 -3.10020 0.43549
H 0.98648 -0.84708 -1.77899
H -0.04702 1.85528 0.64939
S -1.99976 0.08421 -0.77646
C -0.72284 -0.11280 0.56890
H -1.62270 -2.53983 0.01318
C -0.70275 -2.40602 0.42147
C -0.37032 1.14468 1.34826
H 2.07474 0.28483 -0.62803
C 1.32779 0.10585 -1.43767

Least stable structure: model Q

Model P:
15
Properties=species:S:1:pos:R:3 method="wB97M-V/def2-TZVPD" homo_ev=-8.429 smiles=NC[C@H]1C[C@@H]1S lumo_ev=0.87
H -2.23922 -1.51532 -0.87173
H -1.36955 0.85307 1.22358
H -2.07756 0.29461 -0.89106
N -2.22413 -0.57589 -0.29627
H 0.76629 1.22551 -1.31770
S 2.96102 -0.41980 0.02019
H 1.48357 0.39470 1.58910
H -0.94922 -1.06868 1.74241
H 2.71061 -0.81343 -1.23256
C 0.54741 1.14619 -0.27378
C 0.13659 -0.22657 -0.08725
C -1.17286 -0.22656 0.74949
C 1.45150 0.07948 0.48459
H -0.22727 1.94552 0.00568
H 0.20284 -1.09284 -0.84469

Model Q:
15
Properties=species:S:1:pos:R:3 method="wB97M-V/def2-TZVPD" homo_ev=-8.503 lumo_ev=-0.22
H -1.31098 -2.67888 0.68767
H -0.60676 1.65573 -0.36513
H 1.75029 2.43489 -1.12377
H -0.55394 -1.18628 -1.07096
C -0.96485 -1.92682 1.75872
N 0.74804 0.77797 -2.42308
H 0.98429 -0.94838 0.18341
H 0.29113 1.58255 -2.85439
C 1.63873 1.40064 -1.15650
C 0.19032 0.86540 -0.90705
H 0.18662 -2.54627 2.94444
C 0.00694 -0.49051 -0.33933
S -0.70660 -0.13006 1.29976
H 2.53914 0.91092 -0.94692
H -2.43726 -1.68139 2.57600

Least stable structure: model Q